C4H18N2O5S | ωB97M-V/def2-TZVPD

Properties
SMILES string = NCC(=O)NCCS.O.O.O.O
total energy = -28493.0669 eV
frontier orbital gap = 9.549 eV
E_HOMO = -9.137 eV
ΔE to the lowest compared entry with this formula, charge and spin = 1.226 eV
multiplicity = 1

Each line ends with the Löwdin charge.
Atoms and positions in Å:
N (-2.20, -0.58, 0.34)  0.050
C (-1.69, 0.71, 0.76)  -0.195
C (-0.64, 1.30, -0.19)  -0.446
O (-1.13, 1.95, -1.13)  0.003
N (0.71, 1.16, -0.04)  0.076
C (1.33, 0.24, 0.93)  -0.236
C (1.13, 0.57, 2.41)  -0.506
S (1.62, 2.29, 3.01)  0.676
H (-2.43, -0.67, -0.64)  0.055
H (-1.53, -1.28, 0.63)  0.048
H (-2.49, 1.53, 0.83)  0.147
H (-1.42, 0.61, 1.80)  0.085
H (1.26, 1.51, -0.84)  0.151
H (2.37, 0.13, 0.71)  0.112
H (0.86, -0.75, 0.73)  0.071
H (1.53, -0.20, 3.06)  0.070
H (0.07, 0.61, 2.54)  0.004
H (1.37, 2.82, 1.80)  -0.168
O (0.59, -0.15, -2.85)  -0.060
H (-0.02, 0.53, -2.52)  0.003
H (0.07, -0.51, -3.58)  0.045
O (0.20, -2.39, 1.87)  -0.040
H (0.24, -2.98, 2.62)  0.054
H (1.04, -2.46, 1.41)  0.028
O (1.89, -2.02, -1.12)  -0.068
H (2.43, -2.42, -1.81)  0.045
H (1.37, -1.35, -1.58)  -0.013
O (-2.08, 0.51, -3.37)  -0.037
H (-2.50, -0.09, -2.77)  0.025
H (-1.95, 1.38, -3.01)  0.022



C3H6F3OPd | ωB97M-V/def2-TZVPD

Properties
expectation value of S² = 3.756
total energy = -16878.2188 eV
frontier orbital gap (spin up / spin down) = 7.824 / 5.705 eV
E_HOMO (spin up / spin down) = -7.271 / -9.055 eV
multiplicity = 4

Each line ends with the Mulliken spin population.
Atoms and positions in Å:
H (-1.09, 0.72, -0.69)  0.022
C (-0.52, 0.03, -1.33)  0.093
F (-2.52, 0.19, -0.62)  0.181
F (0.17, 1.01, -1.99)  0.014
F (-0.66, -0.91, -2.30)  0.005
Pd (-3.28, -0.40, 0.93)  2.642
C (1.62, 0.68, 1.04)  -0.005
O (1.37, -0.34, 0.10)  0.024
C (0.05, -0.84, 0.09)  0.038
H (2.66, 1.00, 0.91)  0.000
H (0.93, 1.54, 0.92)  0.002
H (1.46, 0.30, 2.06)  0.001
H (-0.09, -1.87, -0.27)  -0.020
H (-0.09, -1.13, 1.14)  0.001



C8H12N4 | ωB97M-V/def2-TZVPD

Properties
SMILES string = CC#N.CC#N.CC#N.CC#N
total energy = -14449.6536 eV
frontier orbital gap = 12.076 eV
E_HOMO = -11.647 eV
ΔE to the lowest compared entry with this formula, charge and spin = 1.898 eV
multiplicity = 1

Each line ends with the Löwdin charge.
Atoms and positions in Å:
C (-3.84, 2.07, 0.88)  -0.079
C (-4.72, 0.97, 0.45)  -0.288
N (-5.42, 0.14, 0.10)  0.118
H (-3.45, 1.77, 1.85)  0.075
H (-4.43, 2.97, 1.06)  0.077
H (-3.04, 2.24, 0.17)  0.042
C (0.88, 0.24, -2.48)  -0.061
C (-0.18, 0.59, -1.56)  -0.246
N (-1.00, 0.93, -0.83)  0.153
H (1.84, 0.50, -2.05)  0.054
H (0.79, 0.85, -3.38)  0.090
H (0.86, -0.81, -2.75)  0.085
C (2.83, -2.49, -0.52)  -0.084
C (3.53, -1.22, -0.80)  -0.300
N (4.02, -0.20, -0.97)  0.131
H (1.78, -2.27, -0.39)  0.065
H (3.29, -2.96, 0.35)  0.073
H (3.03, -3.16, -1.36)  0.080
C (0.15, 0.18, 1.99)  -0.096
C (1.38, -0.56, 2.10)  -0.257
N (2.37, -1.13, 2.25)  0.152
H (0.29, 1.14, 1.49)  0.069
H (-0.32, 0.52, 2.92)  0.084
H (-0.65, -0.33, 1.46)  0.063